Below is a structure of composition C13H28AsF6N3O2PtSSb, with properties calculated with ωB97M-V with the def2-TZVPD basis set.

Element x y z (Å)
Pt (-1.152, -0.374, 0.665)
C (5.198, 3.706, 1.672)
C (4.435, 4.962, 1.269)
C (3.100, 4.670, 0.591)
S (1.930, 3.940, 1.769)
O (0.945, 3.025, 1.161)
C (1.222, 5.243, 2.812)
C (-0.163, 5.682, 2.346)
C (-0.178, 6.314, 0.963)
H (5.944, 3.935, 2.429)
H (5.713, 3.264, 0.820)
H (4.535, 2.942, 2.096)
H (5.001, 5.538, 0.533)
H (4.293, 5.640, 2.114)
H (3.169, 3.929, -0.207)
H (2.585, 5.567, 0.231)
H (1.974, 6.035, 2.732)
H (1.239, 4.848, 3.828)
H (-0.481, 6.408, 3.098)
H (-0.856, 4.843, 2.419)
H (0.494, 7.172, 0.909)
H (-1.176, 6.678, 0.726)
H (0.100, 5.603, 0.178)
N (-5.392, 1.683, -2.089)
C (-4.136, 1.294, -2.133)
C (-3.445, 0.889, -0.940)
N (-2.173, 0.480, -1.028)
C (-1.594, 0.479, -2.241)
C (-2.308, 0.892, -3.408)
N (-3.541, 1.288, -3.354)
H (-5.940, 1.722, -1.232)
H (-5.854, 1.954, -2.961)
H (-3.925, 0.900, 0.032)
H (-0.564, 0.153, -2.320)
H (-1.811, 0.877, -4.373)
C (0.355, -2.557, 4.406)
As (0.015, -3.193, 2.633)
C (1.530, -4.049, 1.865)
C (-1.599, -4.172, 2.352)
O (-0.063, -1.627, 1.657)
H (0.026, -3.358, 5.074)
H (-0.224, -1.659, 4.602)
H (1.425, -2.391, 4.511)
H (1.682, -4.972, 2.434)
H (2.405, -3.409, 1.967)
H (1.333, -4.298, 0.824)
H (-1.773, -4.754, 3.261)
H (-1.455, -4.840, 1.504)
H (-2.434, -3.494, 2.198)
F (-1.793, 0.633, 2.441)
Sb (-3.571, -0.211, 3.033)
F (-3.114, -1.129, 1.245)
F (-4.285, 1.109, 1.908)
F (-5.099, -1.218, 3.087)
F (-3.541, 0.810, 4.550)
F (-2.434, -1.549, 3.694)

As for the spin multiplicity: 6. As for the highest occupied orbital energy (alpha / beta): -20.6 / -21.1 eV. Its expectation value of S² is 8.808. Its total charge is +4. As for the lowest unoccupied orbital energy (alpha / beta): -12.91 / -15.92 eV. For the relative energy (zero: lowest compared OMol25 entry of this formula, charge and spin), the calculation gives 82.02 kJ/mol.

natural (NBO) population analysis, charges in e, atoms 1 to 4: atom 1 (Pt): 1.56, atom 2 (C): -0.62, atom 3 (C): -0.43, atom 4 (C): -0.56

Below is a cluster of 6 separate species, C13H28Cl9N3O3 in total in a non-equilibrium geometry, with properties calculated with ωB97M-V with the def2-TZVPD basis set.

Element x y z (Å)
C (6.086, 2.941, -3.959)
O (7.487, 2.917, -4.198)
C (7.976, 2.642, -5.549)
C (9.491, 2.424, -5.522)
C (10.249, 3.743, -5.280)
N (10.138, 1.912, -6.739)
H (5.637, 2.021, -4.333)
H (5.626, 3.735, -4.548)
H (5.757, 3.020, -2.923)
H (7.396, 1.753, -5.794)
H (7.594, 3.434, -6.194)
H (9.560, 1.749, -4.669)
H (10.170, 4.366, -6.171)
H (11.305, 3.667, -5.020)
H (9.756, 4.328, -4.504)
H (10.095, 0.907, -6.828)
H (9.597, 2.276, -7.510)
Cl (3.011, -3.176, 6.424)
C (2.896, -1.941, 5.182)
Cl (4.541, -1.408, 4.673)
Cl (1.906, -0.620, 5.678)
H (2.502, -2.459, 4.307)
Cl (-1.375, -1.999, 0.812)
C (-1.782, -0.499, -0.141)
Cl (-2.533, -0.981, -1.683)
Cl (-0.206, 0.328, -0.487)
H (-2.447, 0.178, 0.393)
Cl (-7.616, -0.711, 3.096)
C (-9.202, -0.797, 3.948)
Cl (-9.750, -2.616, 3.994)
Cl (-10.404, 0.274, 3.280)
H (-9.034, -0.495, 4.982)
C (-3.568, 5.655, 2.553)
N (-4.090, 6.921, 1.985)
C (-5.493, 6.899, 1.575)
C (-3.402, 8.111, 2.075)
O (-3.806, 9.256, 1.873)
H (-4.230, 5.361, 3.367)
H (-2.578, 5.797, 2.986)
H (-3.555, 4.811, 1.864)
H (-5.641, 6.027, 0.938)
H (-6.136, 6.767, 2.445)
H (-5.884, 7.805, 1.112)
H (-2.332, 7.943, 2.270)
C (-5.798, -9.781, 1.886)
N (-4.402, -9.504, 1.606)
C (-3.849, -8.171, 1.869)
C (-3.572, -10.470, 1.081)
O (-2.329, -10.342, 0.928)
H (-6.409, -9.310, 1.116)
H (-5.984, -9.133, 2.743)
H (-6.059, -10.813, 2.122)
H (-3.976, -8.024, 2.941)
H (-2.797, -7.988, 1.649)
H (-4.379, -7.349, 1.387)
H (-4.160, -11.385, 0.911)

As for the spin multiplicity: 1. As for the highest occupied orbital energy: -9.3 eV. As for the SMILES: COC[C@H](C)N.ClC(Cl)Cl.ClC(Cl)Cl.ClC(Cl)Cl.CN(C)C=O.CN(C)C=O. Its total charge is 0. As for the lowest unoccupied orbital energy: -0.18 eV.

natural (NBO) population analysis, charges in e, atoms 1 to 4: atom 1 (C): -0.24, atom 2 (O): -0.57, atom 3 (C): -0.07, atom 4 (C): -0.08

Below is a cluster of 2 separate species, C13H28ClN3O10P3 in total in a non-equilibrium geometry, with properties calculated with ωB97M-V with the def2-TZVPD basis set.

Element x y z (Å)
C (-1.736, -3.143, -3.977)
C (-3.041, -2.399, -3.728)
O (-4.015, -2.713, -4.250)
O (-3.084, -1.292, -2.849)
C (-1.927, -0.526, -2.911)
O (-1.774, 0.165, -3.840)
C (-0.942, -0.637, -1.745)
C (-1.138, 0.458, -0.632)
P (-2.350, -0.358, 0.597)
N (-3.823, -0.450, 0.015)
N (-1.608, 1.767, -1.153)
P (-2.311, 2.949, 0.032)
O (-1.318, 3.893, 0.548)
C (-0.473, 2.414, -1.938)
P (-0.980, 4.020, -2.712)
O (-2.402, 4.030, -3.020)
O (-0.449, 5.279, -1.905)
O (-0.188, 4.054, -4.133)
C (0.863, 2.452, -1.181)
O (1.261, 1.205, -0.620)
C (0.268, 0.536, 0.118)
Cl (0.979, -1.137, 0.300)
C (0.191, 1.058, 1.597)
N (1.473, 1.453, 2.150)
H (-0.931, -2.913, -3.266)
H (-1.953, -4.212, -3.884)
H (-1.384, -2.952, -4.995)
H (-1.133, -1.617, -1.302)
H (0.060, -0.589, -2.185)
H (-2.381, 0.353, 1.820)
H (-1.847, -1.666, 0.807)
H (-3.828, -0.027, -0.914)
H (-2.365, 1.694, -1.862)
H (-2.974, 2.308, 1.100)
H (-3.291, 3.678, -0.689)
H (-0.325, 1.742, -2.800)
H (-0.876, 6.057, -2.312)
H (0.301, 3.229, -4.267)
H (1.625, 2.705, -1.933)
H (0.935, 3.229, -0.409)
H (-0.513, 1.879, 1.786)
H (-0.127, 0.209, 2.220)
H (1.765, 2.340, 1.754)
H (2.177, 0.746, 1.963)
O (1.061, -1.134, 3.551)
C (1.973, -1.854, 3.871)
O (3.207, -1.582, 3.421)
C (4.392, -2.254, 3.874)
C (4.622, -3.545, 3.116)
C (1.739, -3.099, 4.690)
H (4.366, -2.402, 4.954)
H (5.214, -1.568, 3.676)
H (3.811, -4.256, 3.273)
H (5.555, -4.012, 3.430)
H (4.672, -3.350, 2.044)
H (1.414, -3.902, 4.031)
H (0.953, -2.889, 5.413)
H (2.607, -3.424, 5.259)

As for the spin multiplicity: 1. As for the highest occupied orbital energy: -12.3 eV. Its total charge is +1. As for the lowest unoccupied orbital energy: -3.13 eV.

natural (NBO) population analysis, charges in e, atoms 1 to 4: atom 1 (C): -0.74, atom 2 (C): 0.79, atom 3 (O): -0.47, atom 4 (O): -0.55

no.,E_tot (hartree)
1,-4417.9369
2,-5043.7371
3,-2912.8292